The following is a DFT calculation (wB97M-V/def2-TZVPD) of the molecule C8H18O4SSi at a distorted geometry.

Summary:
Kohn-Sham gap ... 9.1 eV
LUMO level ... 0.1 eV
Molar mass ... 238.38 g/mol
Max |F| ... 3.8 eV/Å
Energy above the lowest of the compared OMol25 structures with the same formula, charge and spin ... 0.0 kJ/mol
Energy ... -35491.557 eV
E_HOMO ... -9.062 eV

CARTESIAN COORDINATES (ANGSTROEM)
C 3.567 0.295 0.387
C 3.716 0.564 -1.052
C -3.372 0.760 1.062
C 0.999 -3.280 0.289
C 0.395 3.260 0.168
C -2.131 -0.036 1.430
C 1.215 -2.512 -0.998
C -0.246 2.405 -0.947
O 0.942 0.089 1.464
O -1.474 -0.434 0.287
O 0.689 -1.252 -0.994
O 0.379 1.158 -0.981
Si 0.163 -0.130 0.019
S 2.787 0.173 1.687
H 2.831 0.195 -1.672
H 4.702 0.170 -1.342
H 3.682 1.704 -1.063
H -3.295 1.839 0.761
H -3.966 0.210 0.395
H -4.047 0.911 1.969
H -0.035 -3.555 0.536
H 1.503 -4.239 0.449
H 1.363 -2.657 1.168
H 1.134 2.612 0.487
H 0.793 4.230 -0.101
H -0.359 3.454 0.915
H -2.552 -1.050 1.802
H -1.397 0.331 2.295
H 0.768 -3.188 -1.771
H 2.223 -2.294 -1.092
H -0.258 2.837 -1.998
H -1.356 2.283 -0.810

Forces on atoms 1 to 6 (eV/Å):
C -0.3 0.3 1.1
C -0.9 0.3 0.2
C -0.5 2.4 2.9
C 0.2 0.4 2.7
C -2.0 0.8 -1.4
C -0.7 -1.7 2.7